Record 1
Molecular formula: C5H8O
Method: DFT, the ωB97M-V functional and the def2-TZVPD basis

Element x y z (Å)
O 1.4565 1.7637 0.4151
C 1.9599 0.5193 0.2199
C 1.1417 -0.5419 0.2653
C -0.2058 -0.5766 -0.3937
C -1.5510 -0.8043 0.2258
C -1.2656 0.4879 -0.4892
H 3.0286 0.5091 0.0136
H 1.5704 -1.5117 0.4811
H 0.6684 1.5008 0.9179
H -0.0725 -1.0976 -1.3443
H -2.2131 -1.5257 -0.2443
H -1.6069 -0.7699 1.3089
H -1.7121 0.6446 -1.4688
H -1.1984 1.4021 0.0929

Output
* energy: -270.4647 hartree
* ΔE to the lowest compared entry with this formula, charge and spin: 58.5 kcal/mol
* E_HOMO: -8.42 eV
* SMILES string: O/C=C\C1CC1
* frontier orbital gap: 0.343 Eh


Record 2
Molecular formula: C15H43O7PSi2
Method: DFT, the ωB97M-V functional and the def2-TZVPD basis

Element x y z (Å)
C 5.9337 -3.1597 0.3817
C 5.0621 -1.9433 0.0894
P 3.3375 -1.9809 0.7928
C 2.2573 -1.8188 -0.6984
Si 2.8238 -3.9980 1.5644
O 1.8704 -4.8785 0.4925
Si 2.6944 -5.6931 -0.7037
H 5.8766 -3.4874 1.4113
H 5.7017 -3.9722 -0.2941
H 6.9711 -2.8963 0.1970
H 4.9718 -1.8304 -0.9830
H 5.5484 -1.0654 0.4946
H 1.3484 -2.3917 -0.5962
H 2.8136 -2.1839 -1.5555
H 2.0494 -0.7768 -0.8863
H 4.0033 -4.7879 1.9801
H 1.9874 -3.8045 2.7654
H 1.7535 -6.4755 -1.5212
H 3.4699 -4.7345 -1.5172
H 3.6564 -6.6234 -0.0693
C 5.4618 1.8268 -4.6274
O 4.5290 2.8229 -4.2474
C 3.2507 2.3068 -3.9168
C 3.0559 2.1791 -2.4220
O 3.9408 1.2314 -1.8470
C 5.0744 1.8165 -1.2296
H 6.4527 2.2769 -4.5991
H 5.4408 0.9728 -3.9470
H 5.2604 1.4816 -5.6472
H 3.0910 1.3382 -4.4005
H 2.5052 3.0055 -4.3089
H 2.0360 1.8291 -2.2311
H 3.1730 3.1542 -1.9395
H 4.8054 2.2404 -0.2559
H 5.5165 2.5957 -1.8534
H 5.8093 1.0271 -1.0778
C 0.2890 0.6487 0.8090
O -0.2583 -0.6573 0.7645
C -0.5216 -1.2013 2.0485
C -1.9807 -1.0835 2.4308
O -2.3910 0.2659 2.5698
C -3.0720 0.7714 1.4311
H 0.2027 1.0753 -0.1903
H -0.2479 1.2873 1.5133
H 1.3488 0.6094 1.0879
H 0.1078 -0.7213 2.8038
H -0.2528 -2.2628 2.0136
H -2.1277 -1.5699 3.4003
H -2.6062 -1.6002 1.6959
H -4.1008 0.4024 1.4019
H -2.5618 0.5020 0.5036
H -3.0957 1.8566 1.5164
C -6.6658 1.3292 2.6718
O -6.4046 1.5809 1.3011
C -7.4950 1.2678 0.4498
C -8.2904 2.4961 0.0653
O -8.9233 3.0949 1.1836
C -8.2234 4.2129 1.7008
H -5.9015 1.8437 3.2521
H -7.6486 1.6994 2.9695
H -6.6039 0.2560 2.8831
H -8.1488 0.5275 0.9207
H -7.0805 0.8205 -0.4593
H -9.0786 2.1983 -0.6330
H -7.6452 3.2193 -0.4429
H -8.3773 5.0909 1.0640
H -7.1533 4.0145 1.7888
H -8.6252 4.4224 2.6907

Output
* energy: -2044.2314 hartree
* E_HOMO: -8.07 eV
* frontier orbital gap: 0.326 Eh


Record 3
Molecular formula: C51H52F7O8PS
Method: DFT, the ωB97M-V functional and the def2-TZVPD basis

Element x y z (Å)
C 6.1612 -2.1217 -0.9266
C 4.7979 -1.1645 -1.0738
O 4.2668 -1.3798 -2.4380
C 5.2555 0.3966 -0.8501
C 4.0412 1.4147 -0.4140
C 4.6290 2.8659 0.0730
C 5.4984 3.6795 -1.0535
C 7.0978 3.6563 -0.6287
O 5.3088 3.2240 -2.4394
O 3.6264 0.8181 0.8995
C 2.2411 0.2424 0.8535
O 1.4344 -0.1214 1.8615
O 1.8759 0.1149 -0.5965
C 2.5793 1.3168 -1.1506
O 1.7568 2.4029 -0.5211
P 2.4027 1.7173 -3.0091
O 0.9118 0.9250 -3.5611
O 3.7155 1.1681 -4.0131
S 2.0741 3.6630 -3.2111
H 6.7640 -1.8858 0.0667
H 6.8420 -1.9055 -1.8551
H 5.7945 -3.2550 -0.9089
H 4.0611 -1.5725 -0.2309
H 4.9169 -0.9878 -3.1027
H 5.8926 0.7658 -1.7729
H 6.0173 0.3856 0.0690
H 3.8326 3.6051 0.5083
H 5.3827 2.6335 0.9685
H 5.1680 4.8208 -0.9935
H 7.4685 2.5541 -0.8204
H 7.2614 3.9255 0.5071
H 7.7671 4.3943 -1.2472
H 6.1915 2.8169 -2.7550
H 0.8496 2.2619 -0.9331
H 1.0484 -0.0655 -3.6240
H 3.9529 1.9093 -4.6738
F 0.5969 -1.8334 -3.0505
C -0.5677 -2.4933 -3.1039
C -0.7007 -3.5781 -3.9635
C -1.9114 -4.2687 -4.0157
C -2.9803 -3.8594 -3.2146
C -2.8386 -2.7662 -2.3587
C -1.6244 -2.0829 -2.2986
H 0.1378 -3.8764 -4.5844
H -2.0230 -5.1230 -4.6788
H -3.9259 -4.3956 -3.2589
H -3.6733 -2.4470 -1.7392
H -1.4940 -1.2365 -1.6324
F -5.2864 -0.1995 1.0860
C -4.1152 0.2028 1.5971
C -2.9375 -0.3953 1.1625
C -1.7175 0.0268 1.6907
C -1.6898 1.0358 2.6565
C -2.8777 1.6264 3.0900
C -4.0965 1.2118 2.5535
H -2.9792 -1.1833 0.4177
H -0.7904 -0.4290 1.3518
H -0.7383 1.3616 3.0715
H -2.8540 2.4087 3.8448
H -5.0287 1.6662 2.8725
F -5.2836 2.4071 5.0348
C -5.0865 1.6150 6.0970
C -5.9631 1.6842 7.1743
C -5.7612 0.8559 8.2782
C -4.6776 -0.0255 8.2972
C -3.8004 -0.0841 7.2132
C -4.0089 0.7363 6.1048
H -6.7945 2.3810 7.1453
H -6.4454 0.8969 9.1222
H -4.5179 -0.6682 9.1604
H -2.9553 -0.7680 7.2320
H -3.3421 0.6973 5.2499
F -2.3335 -3.0752 5.9653
C -3.3064 -3.9794 6.1401
C -4.6323 -3.6012 5.9599
C -5.6453 -4.5436 6.1367
C -5.3213 -5.8523 6.5028
C -3.9877 -6.2209 6.6863
C -2.9744 -5.2812 6.4985
H -4.8655 -2.5780 5.6837
H -6.6846 -4.2599 5.9906
H -6.1120 -6.5859 6.6450
H -3.7382 -7.2390 6.9752
H -1.9321 -5.5528 6.6281
F 0.1083 -6.9438 -5.6804
C 0.3054 -7.7360 -4.6182
C -0.5712 -7.6667 -3.5410
C -0.3693 -8.4950 -2.4370
C 0.7144 -9.3765 -2.4180
C 1.5916 -9.4350 -3.5020
C 1.3830 -8.6147 -4.6104
H -1.4025 -6.9700 -3.5699
H -1.0535 -8.4540 -1.5930
H 0.8740 -10.0192 -1.5549
H 2.4367 -10.1190 -3.4832
H 2.0498 -8.6536 -5.4653
F -0.8792 3.4696 -2.0216
C -1.8295 3.3716 -2.9607
C -1.5955 2.5990 -4.0929
C -2.5867 2.4925 -5.0685
C -3.7979 3.1695 -4.9059
C -4.0213 3.9467 -3.7683
C -3.0343 4.0439 -2.7878
H -0.6455 2.0870 -4.2059
H -2.4166 1.8846 -5.9536
H -4.5690 3.0898 -5.6692
H -4.9632 4.4760 -3.6459
H -3.1946 4.6363 -1.8931
F 5.2555 6.9812 -1.2954
C 4.0896 7.6383 -1.3544
C 2.8988 6.9202 -1.3581
C 1.6845 7.6042 -1.4144
C 1.6749 8.9998 -1.4773
C 2.8755 9.7114 -1.4781
C 4.0892 9.0276 -1.4106
H 2.9261 5.8362 -1.3172
H 0.7478 7.0523 -1.4099
H 0.7276 9.5327 -1.5256
H 2.8656 10.7974 -1.5313
H 5.0315 9.5653 -1.4012

Output
* energy: -4014.9455 hartree
* E_HOMO: -8.87 eV
* SMILES string: C[C@H](O)C[C@]1(C[C@@H](C)O)OC(=O)O[C@]1(O)P(O)(O)=S.Fc1ccccc1.Fc1ccccc1.Fc1ccccc1.Fc1ccccc1.Fc1ccccc1.Fc1ccccc1.Fc1ccccc1
* frontier orbital gap: 0.332 Eh


Record 4
Molecular formula: C32H76O31P4
Method: DFT, the ωB97M-V functional and the def2-TZVPD basis

Element x y z (Å)
C 16.7124 17.6760 14.7970
C 15.5722 17.1494 13.8923
O 15.8901 17.6026 12.5665
C 15.1952 16.9848 11.5856
O 14.4797 16.0510 11.6385
O 15.6577 17.5540 10.4337
C 15.2077 16.8429 9.2380
H 16.4525 17.5770 15.8601
H 16.9857 18.7038 14.5207
H 17.6131 17.1015 14.5146
H 14.6300 17.5707 14.2122
H 15.6408 16.0717 13.9189
H 15.4994 17.5171 8.4604
H 14.1467 16.7600 9.3498
H 15.6858 15.8771 9.2985
C 11.0255 19.2743 17.1486
C 12.1922 20.2440 17.1184
O 12.9580 19.9877 18.3413
C 14.0180 20.8443 18.4285
O 14.2221 21.7049 17.6495
O 14.7082 20.4712 19.4787
C 15.8947 21.2143 19.8126
H 10.4020 19.3851 18.0079
H 11.3758 18.2486 17.1397
H 10.4364 19.4126 16.2352
H 11.7475 21.2557 17.1447
H 12.8006 20.0645 16.2560
H 15.7568 21.6560 20.7995
H 15.9689 21.9951 19.0662
H 16.6960 20.4669 19.8590
C 14.8835 16.4576 18.2062
C 15.0655 15.1755 17.5241
O 14.3554 15.2692 16.2156
C 14.4038 14.0761 15.6080
O 14.9296 13.0774 16.0253
O 13.8336 14.2156 14.4130
C 13.8117 13.0986 13.5134
H 15.2585 17.2833 17.5930
H 15.4391 16.3912 19.1204
H 13.8162 16.6640 18.4154
H 14.6924 14.3385 18.0708
H 16.0867 14.9388 17.2732
H 13.7571 13.5598 12.5418
H 12.9461 12.5190 13.8227
H 14.7240 12.5299 13.6260
C 11.0035 15.6693 9.7165
C 11.4441 14.4069 10.3773
O 12.3408 13.6662 9.4922
C 12.7421 12.6112 10.1002
O 12.4825 12.2003 11.1882
O 13.6138 11.9835 9.2489
C 14.6840 11.1061 9.7973
H 10.4552 16.2069 10.5262
H 10.3026 15.4266 8.9708
H 11.8490 16.2676 9.3683
H 10.6053 13.7173 10.5729
H 11.9101 14.5767 11.3281
H 15.3114 11.7511 10.4048
H 15.1522 10.7775 8.8815
H 14.2737 10.3449 10.4386
C 12.9132 21.4731 11.4585
C 13.8608 20.3149 11.7632
O 13.1660 19.0886 11.8052
C 12.5376 18.7670 12.9388
O 12.5574 19.3523 13.9416
O 11.8273 17.6466 12.6124
C 11.3998 16.7142 13.6427
H 12.3869 21.8430 12.3621
H 12.1245 21.2121 10.6748
H 13.4467 22.3485 11.0437
H 14.3261 20.4886 12.7765
H 14.6545 20.2042 10.9991
H 11.2995 17.2644 14.5407
H 12.1296 15.9006 13.6813
H 10.4699 16.2811 13.3406
C 17.3357 12.6805 20.7929
O 16.4997 13.8363 20.6257
P 15.6299 14.4210 21.8196
O 15.1443 15.8001 21.4634
O 14.4804 13.3360 22.0418
C 13.8772 12.7804 20.7871
O 16.5048 14.2442 23.1153
C 16.2730 15.3649 24.0877
H 16.9771 11.8562 20.1705
H 17.3251 12.3736 21.8383
H 18.3214 13.0008 20.5076
H 13.5014 13.6690 20.3149
H 13.0704 12.0598 20.9713
H 14.6597 12.4094 20.1233
H 15.3032 15.8390 23.9370
H 17.0766 16.0411 24.0455
H 16.2788 14.9178 25.0899
C 19.7478 16.7535 17.2199
O 18.6549 15.7431 17.4591
P 18.9128 14.2140 17.2454
O 17.9836 13.3268 17.9630
O 19.1183 14.0085 15.6380
C 17.9295 13.7308 14.8534
O 20.4816 14.0361 17.7205
C 20.9986 12.6644 17.6454
H 19.9830 16.6478 16.1803
H 20.6206 16.5747 17.8518
H 19.1584 17.6609 17.3202
H 17.3586 12.9079 15.2463
H 18.2869 13.5256 13.8275
H 17.2666 14.6207 14.7834
H 20.8610 12.1784 16.7291
H 20.5110 12.1075 18.4446
H 22.0526 12.7806 17.8636
C 12.1420 16.6613 20.5191
O 11.1519 16.6051 19.3859
P 10.9410 15.0893 18.7836
O 12.1197 14.1754 18.5604
O 9.8318 14.2985 19.6842
C 8.6314 15.1047 20.0175
O 10.2541 15.7040 17.4501
C 10.0184 14.8020 16.3652
H 11.5792 16.7006 21.4604
H 12.6289 17.6204 20.3191
H 12.9289 15.9295 20.5144
H 7.9352 14.4125 20.4182
H 8.2741 15.5690 19.1138
H 8.9614 15.8813 20.7173
H 8.9653 14.6123 16.2171
H 10.5742 13.8588 16.5012
H 10.3530 15.3140 15.4883
C 15.3664 10.5967 17.4696
O 14.4195 10.5181 18.6018
P 13.2110 9.4771 18.3567
O 13.5327 8.0728 18.0919
O 12.3345 9.7660 19.6617
C 12.8046 9.0539 20.8901
O 12.2247 10.0998 17.2630
C 11.8812 11.4578 17.2292
H 15.7470 11.5948 17.4869
H 14.8777 10.4088 16.5067
H 16.1539 9.8440 17.6863
H 12.2856 8.0854 21.0079
H 12.5548 9.6984 21.7143
H 13.8938 8.8984 20.8660
H 11.2474 11.6230 16.3444
H 12.8020 12.0573 17.1121
H 11.4014 11.8552 18.1510

Output
* energy: -4963.1154 hartree
* E_HOMO: -10.10 eV
* SMILES string: COP(=O)(OC)OC.COP(=O)(OC)OC.COP(=O)(OC)OC.COP(=O)(OC)OC.CCOC(=O)OC.CCOC(=O)OC.CCOC(=O)OC.CCOC(=O)OC.CCOC(=O)OC
* frontier orbital gap: 0.390 Eh


Record 5
Molecular formula: C16H29ClNO10S3
Method: DFT, the ωB97M-V functional and the def2-TZVPD basis

Element x y z (Å)
Cl -1.5125 -0.8095 -0.6148
O -1.3214 -2.2101 -0.7463
O -2.8253 -0.4604 -1.1126
O -1.3587 -0.5248 0.8016
O -0.5269 -0.0410 -1.3336
C 2.2231 -1.4132 3.0178
C 0.8874 -2.0573 2.6978
C 0.9347 -3.4796 3.2199
S 2.6771 -4.0154 2.9423
O 2.8120 -4.8408 1.7459
O 3.1789 -4.5087 4.1992
C 3.3334 -2.3502 2.6057
H 2.3560 -1.1655 4.0821
H 2.2432 -0.4106 2.5841
H 0.7246 -1.9069 1.6257
H 0.0849 -1.4491 3.1200
H 0.3235 -4.2907 2.8405
H 0.8476 -3.3390 4.2982
H 3.5045 -2.2534 1.5320
H 4.2786 -2.2107 3.1236
C 0.4334 2.5833 2.0187
C 1.9201 2.5721 2.4409
C 2.5192 3.8880 2.0183
S 1.8532 4.1709 0.3311
O 2.8074 3.6632 -0.6309
O 1.4613 5.5682 0.2991
C 0.4070 3.0380 0.5473
H -0.1044 3.3281 2.6065
H 0.0256 1.5881 2.1752
H 2.4059 1.7456 1.9196
H 1.9626 2.4323 3.5219
H 3.5937 4.0688 1.9853
H 2.1807 4.7257 2.6337
H 0.6284 2.2182 -0.1426
H -0.5373 3.4329 0.1795
C -0.9274 -1.4325 -4.4608
C -0.8088 -1.3944 -6.0093
C 0.0460 -2.5926 -6.4867
S 1.3070 -2.7845 -5.1386
O 2.4619 -2.0068 -5.4838
O 1.3611 -4.2032 -4.8436
C 0.3679 -1.9690 -3.8392
H -1.7872 -2.0589 -4.2302
H -1.0817 -0.4421 -4.0387
H -0.2374 -0.4946 -6.2445
H -1.7950 -1.3769 -6.4632
H 0.5267 -2.4897 -7.4544
H -0.5089 -3.5296 -6.4729
H 0.8970 -1.2401 -3.2358
H 0.0229 -2.7848 -3.2041
N -4.2163 1.5454 1.1081
C -5.3418 2.2717 0.8445
C -5.2221 3.4706 1.5346
C -3.9636 3.4239 2.2189
C -3.3628 2.2523 1.8933
H -4.0973 0.6800 0.5993
H -6.0376 1.8474 0.1417
H -6.0194 4.1943 1.5928
H -3.5741 4.0568 3.0013
H -2.4302 1.7710 2.1391

Output
* energy: -3088.7535 hartree
* E_HOMO: -6.15 eV
* total charge: -1
* frontier orbital gap: 0.313 Eh


Record 6
Molecular formula: C4H12CsO4
Method: DFT, the ωB97M-V functional and the def2-TZVPD basis

Element x y z (Å)
Cs -0.3354 -28.2148 33.9788
C 4.2818 -29.0779 32.6741
C 2.9165 -28.6250 32.1968
O 2.4242 -27.7452 33.2144
O 5.2677 -28.0188 32.4708
H 4.4821 -30.0045 32.1363
H 4.2465 -29.3216 33.7359
H 2.2749 -29.5023 32.2795
H 2.7901 -28.2572 31.1785
H 3.1647 -27.1849 33.4582
H 4.9880 -27.2723 33.0056
C -2.8183 -25.9781 35.9727
C -4.0700 -25.7521 36.8966
O -5.3087 -25.6863 36.1406
O -2.6878 -27.3251 35.5458
H -1.9630 -25.5824 36.5204
H -2.9029 -25.3083 35.1170
H -3.8490 -24.7612 37.2933
H -4.1536 -26.4639 37.7179
H -5.2073 -24.9687 35.5110
H -3.5020 -27.5599 35.0947

Output
* energy: -479.9725 hartree
* ΔE to the lowest compared entry with this formula, charge and spin: 0.0 kcal/mol
* E_HOMO (alpha / beta): -15.36 / -15.36 eV
* ⟨S²⟩: 0.76
* total charge: +2
* spin multiplicity: 2
* frontier orbital gap (alpha / beta): 0.314 / 0.071 Eh


Record 7
Molecular formula: C23H34N5SiZr
Method: DFT, the ωB97M-V functional and the def2-TZVPD basis

Element x y z (Å)
Zr -0.3549 0.5992 -0.6430
C 3.9917 -0.6994 -0.7006
C 2.5211 -0.5539 -0.8460
N 1.8625 0.4981 -0.5182
C 2.4898 1.7421 -0.0463
C 1.4268 2.8414 -0.1169
N 0.6142 2.6407 -1.3531
C -0.3816 3.7243 -1.6064
C -1.6902 3.4029 -0.9101
N -2.0519 2.0062 -1.2859
C -3.2789 1.4551 -0.6353
C -3.4508 0.0072 -1.1004
N -2.1205 -0.6308 -1.2259
C -1.9733 -1.7858 -1.7797
C -3.0935 -2.6159 -2.2883
C -0.5499 -2.2662 -1.8438
C -0.1734 -3.5584 -2.1534
C 1.1761 -3.8933 -2.0688
C 2.1007 -2.9428 -1.6581
C 1.6545 -1.6642 -1.3692
N 0.3583 -1.3394 -1.4959
H 4.5059 0.2005 -1.0404
H 4.3920 -1.5476 -1.2462
H 4.2246 -0.8248 0.3609
H 3.3461 1.9903 -0.6768
H 2.8500 1.6255 0.9768
H 1.8896 3.8289 -0.1035
H 0.7502 2.7973 0.7450
H 1.2637 2.6178 -2.1363
H -0.5398 3.7727 -2.6848
H 0.0040 4.6945 -1.2908
H -2.4563 4.1095 -1.2327
H -1.6039 3.4620 0.1768
H -2.2235 2.0034 -2.2934
H -4.1604 2.0386 -0.9045
H -3.1492 1.5158 0.4440
H -3.9572 -0.0242 -2.0673
H -4.0657 -0.5477 -0.3900
H -3.6302 -3.0571 -1.4409
H -2.7633 -3.4174 -2.9411
H -3.8129 -2.0031 -2.8324
H -0.9024 -4.3037 -2.4371
H 1.4995 -4.8987 -2.3056
H 3.1426 -3.2072 -1.5524
C -0.7309 2.2565 2.8998
Si -0.8738 0.6146 2.0318
C -2.3946 -0.3066 2.5800
C 0.6274 -0.4625 2.2658
C 0.5704 -1.7746 1.7710
C 1.6269 -2.6591 1.9426
C 2.7663 -2.2412 2.6204
C 2.8412 -0.9483 3.1304
C 1.7835 -0.0669 2.9531
H -0.9441 2.0862 3.9598
H -1.4596 2.9927 2.5541
H 0.2629 2.7036 2.8454
H -2.2496 -0.5586 3.6344
H -2.5496 -1.2434 2.0417
H -3.3057 0.2907 2.5111
H -0.3471 -2.1431 1.3120
H 1.5502 -3.6833 1.5989
H 3.5811 -2.9341 2.7879
H 3.7126 -0.6413 3.6946
H 1.8523 0.9263 3.3832

Output
* energy: -1506.3284 hartree
* E_HOMO: -16.55 eV
* total charge: +3
* frontier orbital gap: 0.218 Eh